No. 1
Formula: C4H11N3
Source: OMol25
Level of theory: the ωB97M-V functional and the def2-TZVPD basis

Geometry (Å):
C (1.156176, -0.269074, 1.634146)
C (0.871998, -0.915999, 0.270485)
C (-0.123801, -0.268478, -0.667345)
C (-1.398969, -0.669415, -0.735125)
N (-2.289895, -0.367579, -1.799296)
N (0.316102, 0.995669, -1.217320)
N (1.225475, 1.185056, 1.548491)
H (0.210367, -0.520410, 2.161114)
H (2.028165, -0.553497, 2.205527)
H (0.579428, -1.952907, 0.494896)
H (1.789090, -0.986256, -0.347627)
H (-1.870426, -1.206557, 0.079248)
H (-2.278082, 0.617483, -2.046449)
H (-3.234041, -0.627342, -1.564030)
H (1.279738, 1.237673, -1.023611)
H (0.260847, 0.929302, -2.234028)
H (0.915475, 1.754980, 2.331262)
H (0.562353, 1.617350, 0.909662)

Atomic forces in eV per Å
C -2.60 1.32 0.22
C 1.08 -0.63 -0.22
C 0.18 1.07 2.04
C -0.21 0.00 -0.63
N 0.17 0.69 0.55
N -0.39 -0.89 -1.68
N -0.10 2.01 -0.68
H 0.66 -0.25 0.47
H 0.14 -0.81 -0.25
H 0.01 0.28 -0.26
H -0.13 -0.05 0.36
H 0.57 -0.90 -0.30
H 0.03 0.00 -0.13
H -0.13 0.03 -0.02
H 0.07 -0.43 0.27
H -0.12 0.39 0.03
H 0.65 -0.97 0.96
H 0.10 -0.84 -0.74

Summary:
Kohn-Sham gap	8.6	eV
relative energy (zero: lowest compared OMol25 entry of this formula, charge and spin)	53.1	kcal per mole
LUMO level	1.0	eV
HOMO	-7.56	eV
largest force on an atom	2.925	eV Å⁻¹
SMILES	N/C=C(\N)CCN

---

No. 2
Formula: C4H11N3
Source: OMol25
Level of theory: the ωB97M-V functional and the def2-TZVPD basis

Geometry (Å):
C (-0.519276, 0.787534, -0.575173)
C (1.759714, 0.299311, -1.626302)
N (-0.115986, 0.356305, 1.721511)
N (0.698181, -0.250465, -0.803680)
C (-1.105911, 0.387904, 0.723634)
N (0.467878, -0.917899, 1.981924)
C (-2.225577, -0.350081, 0.808477)
H (0.659170, 0.950824, 1.449954)
H (0.303360, -1.076193, -1.245844)
H (-0.188778, -1.395502, 2.599620)
H (0.702035, -1.229534, 0.805608)
H (-1.212900, 0.728976, -1.419077)
H (-0.067137, 1.778453, -0.500905)
H (1.412137, 0.642197, -2.608967)
H (2.559797, -0.427059, -1.771354)
H (2.174358, 1.177502, -1.125843)
H (-2.400710, -1.044034, 1.614240)
H (-2.900356, -0.418237, -0.027824)

Atomic forces in eV per Å
C 1.64 -0.94 -0.92
C -0.09 0.49 -0.16
N 0.16 0.90 0.78
N -2.01 1.26 0.28
C -0.20 -1.94 0.05
N 0.84 -0.21 -3.47
C 0.67 0.28 -0.36
H -0.19 0.02 0.17
H -0.10 0.22 -0.09
H 0.29 -0.54 -0.90
H -1.00 0.13 4.48
H 0.08 0.20 0.11
H 0.12 -0.02 -0.29
H 0.04 -0.08 -0.06
H -0.07 -0.03 0.08
H 0.10 -0.12 0.03
H -0.22 0.37 0.48
H -0.04 0.02 -0.21

Summary:
Kohn-Sham gap	9.3	eV
relative energy (zero: lowest compared OMol25 entry of this formula, charge and spin)	98.5	kcal per mole
LUMO level	0.9	eV
HOMO	-8.38	eV
largest force on an atom	4.594	eV Å⁻¹
SMILES	C=C(CNC)NN

---

No. 3
Formula: C4H11N3
Source: OMol25
Level of theory: the ωB97M-V functional and the def2-TZVPD basis

Geometry (Å):
C (-0.413131, -1.619348, -0.046169)
C (-0.056219, -0.620396, -1.120514)
C (-0.460548, 0.844975, -0.801174)
N (1.881211, 1.710894, 0.511804)
C (0.682772, 1.415787, 1.142641)
N (-0.456407, 1.152511, 0.635637)
N (-1.790868, -1.546516, 0.453508)
H (-0.217813, -2.611355, -0.478016)
H (0.256311, -1.639571, 0.828880)
H (-0.604622, -0.954879, -2.005996)
H (1.003381, -0.699600, -1.374545)
H (0.124524, 1.593218, -1.335951)
H (-1.478396, 0.980677, -1.176223)
H (2.619992, 1.519779, 1.169215)
H (2.129202, 1.582294, -0.444603)
H (0.751827, 1.506295, 2.222722)
H (-1.841998, -2.015905, 1.341815)
H (-2.129214, -0.598859, 0.476973)

Atomic forces in eV per Å
C 0.27 -0.99 1.06
C -0.23 0.47 -0.06
C -0.53 0.15 0.19
N 0.29 -0.21 1.65
C -0.92 0.19 -1.00
N 0.70 -0.49 -0.04
N 0.20 -0.48 -1.29
H -0.34 0.03 -0.09
H 0.31 0.68 -0.29
H 0.06 0.31 -0.13
H 0.02 -0.06 0.20
H 0.26 -0.14 -0.36
H -0.01 0.06 0.21
H 0.47 0.29 -0.41
H -0.40 -0.34 -0.40
H 0.04 0.12 0.06
H -0.28 0.33 0.17
H 0.09 0.06 0.55

Summary:
Kohn-Sham gap	9.4	eV
relative energy (zero: lowest compared OMol25 entry of this formula, charge and spin)	37.4	kcal per mole
LUMO level	0.9	eV
HOMO	-8.54	eV
largest force on an atom	1.685	eV Å⁻¹
SMILES	N/C=N\CCCN

---

No. 4
Formula: C4H11N3
Source: OMol25
Level of theory: the ωB97M-V functional and the def2-TZVPD basis

Geometry (Å):
C (1.874427, -0.280016, -0.703834)
C (1.458679, 0.598655, 0.484674)
C (-0.003977, 0.416774, 0.841327)
N (-2.982688, -0.037025, 0.159903)
C (-1.999931, 0.693690, -0.553577)
N (-0.762293, 0.491142, -0.462673)
N (1.424453, -1.658949, -0.718151)
H (2.924339, -0.254141, -0.990981)
H (1.381127, 0.223705, -1.536058)
H (2.126407, 0.427715, 1.336315)
H (1.684132, 1.649417, 0.273391)
H (-0.523762, 1.193910, 1.386474)
H (-0.132960, -0.618656, 1.167982)
H (-2.468540, -0.682565, 0.752983)
H (-3.697362, 0.423495, 0.704505)
H (-2.449792, 1.323705, -1.329186)
H (0.442037, -1.738796, -0.916359)
H (1.705704, -2.172059, 0.103264)

Atomic forces in eV per Å
C -0.81 0.57 -0.93
C 1.12 0.48 0.72
C -1.10 -1.73 -2.45
N 1.11 0.02 0.74
C -0.97 -1.02 0.00
N 0.66 2.23 -0.20
N 0.50 0.04 -0.06
H 0.26 0.18 0.67
H -0.01 -0.30 -0.24
H -0.34 -0.40 0.30
H -0.27 -0.03 -0.42
H 0.61 -0.15 0.98
H -0.02 0.27 1.03
H -0.41 -0.06 0.15
H -0.18 0.34 -0.31
H 0.24 -0.24 -0.24
H -0.16 -0.08 0.21
H -0.22 -0.11 0.06

Summary:
Kohn-Sham gap	9.5	eV
relative energy (zero: lowest compared OMol25 entry of this formula, charge and spin)	55.7	kcal per mole
LUMO level	0.8	eV
HOMO	-8.64	eV
largest force on an atom	3.194	eV Å⁻¹
SMILES	N/C=N\CCCN

---

No. 5
Formula: C4H11N3
Source: OMol25
Level of theory: the ωB97M-V functional and the def2-TZVPD basis

Geometry (Å):
C (0.250447, 1.897247, -1.217279)
N (-0.859771, 1.697151, -0.295120)
H (-1.424075, 0.881048, -0.511325)
H (-0.546132, 1.842667, 0.660381)
H (1.115283, 1.260413, -0.992832)
H (0.583743, 2.931709, -1.144693)
H (-0.089105, 1.694685, -2.231802)
C (0.607363, -0.870137, 0.968003)
N (0.474774, -0.487982, 2.275096)
C (-0.692711, -1.343687, 0.277424)
C (-0.747121, -1.787893, -0.972296)
N (1.760832, -0.806090, 0.431990)
H (-0.427324, -0.216881, 2.624674)
H (1.273405, -0.028505, 2.682378)
H (1.814332, -1.254542, -0.477373)
H (-1.494616, -1.559301, 0.971172)
H (-0.000406, -1.518690, -1.703449)
H (-1.598920, -2.331214, -1.344948)

Atomic forces in eV per Å
C -0.04 -0.24 0.26
N -0.01 0.75 -0.32
H 0.49 0.26 0.68
H -0.54 -0.64 -0.25
H -0.01 -0.03 -0.15
H 0.00 0.07 -0.20
H 0.08 0.13 -0.07
C -0.70 0.32 -1.29
N -0.40 0.05 0.19
C 1.51 -0.91 1.00
C -0.18 0.66 0.12
N 0.16 -0.34 0.13
H 0.00 0.01 -0.03
H 0.00 -0.07 -0.05
H -0.25 0.18 -0.02
H -0.22 -0.01 -0.01
H 0.39 -0.28 0.01
H -0.27 0.10 -0.03

Summary:
Kohn-Sham gap	9.3	eV
relative energy (zero: lowest compared OMol25 entry of this formula, charge and spin)	47.7	kcal per mole
LUMO level	0.7	eV
HOMO	-8.62	eV
largest force on an atom	2.029	eV Å⁻¹
SMILES	[H]/N=C(/N)C=C.CN

---

No. 6
Formula: C4H11N3
Source: OMol25
Level of theory: the ωB97M-V functional and the def2-TZVPD basis

Geometry (Å):
C (-1.212957, -1.578390, -0.243072)
C (-0.875771, -0.460052, 0.849215)
C (-0.613817, 1.018110, 0.563025)
N (3.017273, 1.239028, -0.142141)
C (1.770910, 0.970816, -0.289257)
N (0.810918, 1.354242, 0.595295)
N (-0.815707, -1.197996, -1.561174)
H (-0.778391, -2.500412, 0.144133)
H (-2.272667, -1.783266, -0.098470)
H (0.109020, -0.871516, 1.095092)
H (-1.543133, -0.615248, 1.698819)
H (-0.831387, 1.327254, -0.472171)
H (-1.201150, 1.608048, 1.261075)
H (3.229338, 1.971024, 0.529670)
H (1.594711, 0.368801, -1.174689)
H (1.194713, 1.594186, 1.496376)
H (-0.283728, -1.863526, -2.076309)
H (-1.298183, -0.581103, -2.175412)

Atomic forces in eV per Å
C -1.52 1.84 1.07
C 1.15 -1.87 -0.27
C 0.46 -0.46 -1.83
N 0.02 0.22 -0.96
C 1.68 0.16 0.44
N -0.61 0.45 0.90
N 1.20 -0.63 -0.06
H 0.55 0.11 -0.64
H -0.49 0.04 -0.64
H -0.03 0.51 0.85
H 0.05 0.09 0.01
H -0.91 -0.34 0.35
H 0.35 0.39 -0.08
H -0.23 -0.26 0.55
H -1.03 -0.16 0.23
H -0.03 0.05 -0.05
H 0.16 -0.35 -0.17
H -0.76 0.21 0.30

Summary:
Kohn-Sham gap	9.5	eV
relative energy (zero: lowest compared OMol25 entry of this formula, charge and spin)	54.9	kcal per mole
LUMO level	1.0	eV
HOMO	-8.53	eV
largest force on an atom	2.619	eV Å⁻¹
SMILES	[H]/N=C\NCCCN

---

No. 7
Formula: C4H11N3
Source: OMol25
Level of theory: the ωB97M-V functional and the def2-TZVPD basis

Geometry (Å):
C (0.663226, -1.210596, 0.706775)
C (-0.505183, -0.672556, -0.673381)
C (0.460490, 1.079983, 0.489928)
C (-1.096840, 1.522272, -1.405045)
N (0.896455, -0.040251, 1.286952)
N (0.948223, -2.446146, 1.132757)
N (-0.836896, 0.671812, -0.193055)
H (0.084349, -0.795811, -1.517570)
H (-1.418749, -1.443077, -0.653356)
H (0.404005, 2.039658, 1.170312)
H (1.273953, 1.279477, -0.381303)
H (-1.637853, 2.379330, -1.155998)
H (-0.098621, 1.869168, -1.744628)
H (-1.608310, 0.926105, -2.169299)
H (1.579257, 0.180618, 2.016894)
H (0.975099, -3.231581, 0.553743)
H (1.434274, -2.786049, 1.985886)
H (-1.516879, 0.677645, 0.550389)

Atomic forces in eV per Å
C -1.91 -0.37 -0.67
C -1.00 -4.80 4.97
C 2.26 2.96 -0.67
C 1.10 -0.32 -0.87
N -0.05 -0.77 -0.31
N 0.44 2.17 0.78
N 2.79 -0.07 -0.34
H 0.86 0.64 -1.83
H 2.02 1.94 -0.09
H -0.34 -1.84 -1.57
H -2.02 -0.29 1.97
H -1.10 1.21 0.56
H -0.73 -0.42 -0.12
H 0.09 0.23 0.28
H -0.25 -0.53 0.00
H -0.85 -1.14 -1.92
H -0.22 1.54 -0.15
H -1.09 -0.15 -0.01

Summary:
Kohn-Sham gap	11.5	eV
relative energy (zero: lowest compared OMol25 entry of this formula, charge and spin)	42.3	kcal per mole
LUMO level	-8.4	eV
HOMO	-19.90	eV
charge	+2
largest force on an atom	6.977	eV Å⁻¹
SMILES	C[N@@H+]1CNC(=[NH2+])C1

---

No. 8
Formula: C4H11N3O
Source: OMol25
Level of theory: the ωB97M-V functional and the def2-TZVPD basis

Geometry (Å):
C (-0.237620, 0.935427, -1.870160)
C (-1.298017, 0.213922, -1.083399)
N (-1.602906, -1.102823, -1.527359)
O (-1.928831, 0.751596, -0.189672)
H (-0.354909, 0.927829, -2.957958)
H (0.738755, 0.467178, -1.659846)
H (-0.154085, 1.977337, -1.540549)
H (-1.487457, -1.260340, -2.518985)
H (-2.475543, -1.406514, -1.190271)
C (1.558783, -0.462023, 0.732050)
C (0.836205, 0.199141, 1.699081)
N (1.476054, 1.059259, 2.630427)
N (1.141028, -1.503812, -0.189865)
H (2.627448, -0.254950, 0.680805)
H (-0.274450, 0.182806, 1.742438)
H (1.061562, 0.936543, 3.567144)
H (1.439104, 2.063547, 2.387588)
H (0.262758, -1.882027, 0.112793)
H (1.792123, -2.251343, -0.363632)

Atomic forces in eV per Å
C 1.16 0.24 0.26
C -1.27 -0.12 -0.91
N 1.12 1.65 0.00
O 0.61 -0.73 -0.21
H -0.33 -0.22 0.17
H -0.40 0.03 -0.11
H -0.29 -0.30 -0.01
H 0.24 -0.03 0.16
H -1.15 -0.41 0.49
C -0.39 -0.58 1.17
C -0.13 -1.02 -2.11
N 0.26 0.92 0.59
N -0.23 1.79 1.06
H -0.15 -0.04 0.14
H 0.75 -0.53 -0.14
H 0.35 0.23 -0.82
H -0.16 -0.89 0.19
H -0.36 -0.23 -0.21
H 0.36 0.23 0.28

Summary:
Kohn-Sham gap	8.8	eV
relative energy (zero: lowest compared OMol25 entry of this formula, charge and spin)	36.3	kcal per mole
LUMO level	0.9	eV
HOMO	-7.84	eV
largest force on an atom	2.349	eV Å⁻¹
SMILES	CC(N)=O.N/C=C/N

---

LUMO level of number 2 (C4H11N3)?
0.9 eV